C2ClN2O6 as an isolated structure in a non-equilibrium geometry. Source: OMol25; level of theory: ωB97M-V/def2-TZVPD.

Orbital gap (spin up / spin down) in eV: 7.470 / 6.704
Total charge: -1
E_LUMO (spin up / spin down) in eV: 2.60 / 2.16
Energy relative to the best compared isomer or geometry (same formula, charge and spin) in kJ/mol: 288.1
Multiplicity: 1

Cartesian coordinates (Å):
C: -2.87874 -0.46208 -0.30787
C: 0.42297 0.13323 0.30301
N: 0.98785 1.40676 -0.09986
N: 1.31457 -0.88628 0.36842
O: -2.46362 -1.01612 -1.22286
O: -3.45790 0.05523 0.53657
O: 0.21742 2.18973 -0.64097
O: 2.16250 1.64550 0.12846
O: 1.03151 -2.05009 0.63955
O: -0.74693 0.02149 0.66454
Cl: 3.41036 -1.03737 -0.36900

---

One molecule with the formula C2ClN5 in a non-equilibrium geometry. Source: OMol25; level of theory: ωB97M-V/def2-TZVPD.

Orbital gap (spin up / spin down) in eV: 8.055 / 8.056
E_LUMO (spin up / spin down) in eV: -1.49 / -1.49
Energy relative to the best compared isomer or geometry (same formula, charge and spin) in kJ/mol: 304.1
Multiplicity: 1

Cartesian coordinates (Å):
C: -2.18139 1.05115 -0.09103
C: -1.21022 0.11930 -0.10685
N: -2.77200 2.01669 0.12091
N: 1.63898 -0.05704 -0.10788
N: -0.52123 -0.86244 -0.12018
N: 1.61693 -1.31756 0.20801
N: 0.33091 -1.69497 0.10053
Cl: 3.09803 0.74488 -0.00352

---

A 2-piece molecular cluster, C2ClNOS overall in a non-equilibrium geometry. Source: OMol25; level of theory: ωB97M-V/def2-TZVPD.

Orbital gap (spin up / spin down) in eV: 7.703 / 6.430
E_LUMO (spin up / spin down) in eV: -1.82 / -2.82
Energy relative to the best compared isomer or geometry (same formula, charge and spin) in kJ/mol: 243.2
Multiplicity: 1

Cartesian coordinates (Å):
C: 1.46108 0.83348 -0.10407
C: -1.11815 -0.84906 -0.02228
N: 0.95238 1.90734 -0.14260
O: -1.62725 -1.87149 -0.13406
S: 1.85338 -0.71154 0.20665
Cl: -1.52144 0.69127 0.19636

---

C2CsF6NO4S2 as an isolated structure in a non-equilibrium geometry. Source: OMol25; level of theory: ωB97M-V/def2-TZVPD.

Orbital gap in eV: 8.114
E_LUMO in eV: -1.18
Energy relative to the best compared isomer or geometry (same formula, charge and spin) in kJ/mol: 89.0
Multiplicity: 1

Cartesian coordinates (Å):
Cs: -1.16804 -16.55604 -15.19742
C: -1.88846 -19.42388 -10.79641
F: -2.52587 -20.18292 -11.66015
F: -2.56205 -19.44344 -9.66111
F: -0.64900 -19.82875 -10.59536
S: -1.87635 -17.60066 -11.36092
O: -1.65264 -16.88116 -10.16168
O: -0.87970 -17.42295 -12.41902
N: -3.45089 -17.43268 -11.99654
S: -4.00471 -16.07905 -11.45494
O: -4.43644 -16.06533 -10.08067
O: -3.28433 -14.87198 -11.83349
C: -5.64003 -15.93525 -12.49786
F: -6.38173 -14.93752 -12.00547
F: -5.37588 -15.62698 -13.76596
F: -6.36798 -17.06470 -12.46381

---

C2CsLiO4 as an isolated structure in a non-equilibrium geometry. Source: OMol25; level of theory: ωB97M-V/def2-TZVPD.

Orbital gap (spin up / spin down) in eV: 4.107 / 4.148
E_LUMO (spin up / spin down) in eV: -0.64 / -0.67
Energy relative to the best compared isomer or geometry (same formula, charge and spin) in kJ/mol: 453.3
Multiplicity: 1

Cartesian coordinates (Å):
O: -1.13918 2.86506 2.05280
C: -2.15515 3.41231 2.20245
O: -3.14717 3.98610 2.31795
O: 2.42381 -2.16847 -1.44149
O: 0.43493 -2.09607 -2.27746
C: 1.70961 -1.99737 -2.53582
Li: 0.69264 -4.32360 -0.26840
Cs: 1.18051 0.32204 -0.05002

---

C2F2NO3S as an isolated structure in a non-equilibrium geometry. Source: OMol25; level of theory: ωB97M-V/def2-TZVPD.

Orbital gap in eV: 8.753
Total charge: -1
E_LUMO in eV: 3.32
Energy relative to the best compared isomer or geometry (same formula, charge and spin) in kJ/mol: 303.3
Multiplicity: 1

Cartesian coordinates (Å):
C: -0.76934 -0.63914 0.77862
C: 0.69330 -0.00590 0.96259
N: 0.13965 0.32071 -1.37160
O: -1.32843 -0.85489 1.81944
O: -1.09027 -0.71419 -0.42987
O: 0.34026 -0.09905 -2.44473
F: 0.82593 1.19010 1.58417
F: -0.80225 1.71716 -1.57863
S: 1.99115 -0.91480 0.68001

---

One molecule with the formula C2F3IO in a non-equilibrium geometry. Source: OMol25; level of theory: ωB97M-V/def2-TZVPD.

Orbital gap in eV: 10.353
E_LUMO in eV: -0.07
Energy relative to the best compared isomer or geometry (same formula, charge and spin) in kJ/mol: 28.4
Multiplicity: 1

Cartesian coordinates (Å):
C: -0.72253 -0.75029 -0.02130
C: 0.72190 0.41495 0.01138
O: -0.46544 -1.89536 -0.03403
F: 0.28045 1.53443 -0.57115
F: 1.08043 0.68967 1.25112
F: 1.72502 -0.07656 -0.68099
I: -2.61983 0.08316 0.04498

---

C2F3KNO3S2 as an isolated structure in a non-equilibrium geometry. Source: OMol25; level of theory: ωB97M-V/def2-TZVPD.

Orbital gap in eV: 3.731
Total charge: -1
E_LUMO in eV: 1.64
Energy relative to the best compared isomer or geometry (same formula, charge and spin) in kJ/mol: 0.0
Multiplicity: 1

Cartesian coordinates (Å):
N: 1.76713 1.66918 1.40074
S: 0.70342 2.55532 0.27432
S: 1.79612 0.10084 1.41017
C: 2.38771 -0.47351 -0.36886
F: 1.42215 -0.45016 -1.31458
F: 3.39968 0.27247 -0.82136
F: 2.82485 -1.74319 -0.31054
O: -5.42637 -2.06123 -0.36627
C: -4.47628 -1.40848 -0.43608
O: -3.52702 -0.74915 -0.56572
O: 0.41709 -0.60943 1.28901
K: -1.07934 0.39049 -0.36670

---

A 2-piece molecular cluster, C2F3N overall in a non-equilibrium geometry. Source: OMol25; level of theory: ωB97M-V/def2-TZVPD.

Orbital gap in eV: 10.759
E_LUMO in eV: -0.87
Energy relative to the best compared isomer or geometry (same formula, charge and spin) in kJ/mol: 435.6
Multiplicity: 1

Cartesian coordinates (Å):
C: -0.49351 -0.04909 -0.03285
C: 1.04017 0.02917 0.02054
N: 0.38932 0.02361 1.12253
F: -1.01463 -1.22279 -0.35920
F: 2.12733 0.33866 -0.56533
F: -2.04868 0.88045 -0.18567

---

A 2-piece molecular cluster, C2F3N2O overall in a non-equilibrium geometry. Source: OMol25; level of theory: ωB97M-V/def2-TZVPD.

Orbital gap (spin up / spin down) in eV: 7.560 / 7.561
Total charge: +1
E_LUMO (spin up / spin down) in eV: -9.32 / -9.32
Energy relative to the best compared isomer or geometry (same formula, charge and spin) in kJ/mol: 201.1
Multiplicity: 1

Cartesian coordinates (Å):
C: 2.00280 -0.72296 -0.56236
C: -1.84156 0.09176 0.25595
N: 2.10142 1.61994 -0.02192
N: 1.92448 0.50076 -0.07778
O: -0.68073 0.10744 0.50517
F: 1.53512 -1.71654 -0.06223
F: -2.22281 -0.68017 -0.67541
F: -2.81871 0.79976 0.63859

---

One molecule with the formula C2F4N2 in a non-equilibrium geometry. Source: OMol25; level of theory: ωB97M-V/def2-TZVPD.

Orbital gap in eV: 11.056
E_LUMO in eV: -0.35
Energy relative to the best compared isomer or geometry (same formula, charge and spin) in kJ/mol: 0.0
Multiplicity: 1

Cartesian coordinates (Å):
C: -0.71475 0.00807 0.12147
C: 0.78827 -0.16692 0.07316
N: -1.52984 0.14506 -1.04216
N: -1.25296 1.15884 -0.48306
F: -1.28116 -0.61509 1.15297
F: 1.27399 -1.27227 0.72391
F: 1.30847 -0.16754 -1.12653
F: 1.40797 0.90984 0.58024

---

One molecule with the formula C2F5NO3 in a non-equilibrium geometry. Source: OMol25; level of theory: ωB97M-V/def2-TZVPD.

Orbital gap in eV: 10.687
E_LUMO in eV: -1.77
Energy relative to the best compared isomer or geometry (same formula, charge and spin) in kJ/mol: 441.6
Multiplicity: 1

Cartesian coordinates (Å):
C: -0.66036 0.48992 0.31100
C: 0.90694 0.38313 -0.22690
N: -1.46026 -0.73072 -0.16040
O: -1.34678 -1.64079 0.61194
O: -2.12133 -0.74207 -1.17389
O: 1.26006 -0.71228 0.43589
F: -0.57050 0.58508 1.66256
F: -1.28722 1.57135 -0.12565
F: 1.63529 1.48800 -0.09213
F: 0.90536 0.17700 -1.54747
F: 2.73879 -0.86861 0.30505

---

C2F5NO4S2Tl as an isolated structure in a non-equilibrium geometry. Source: OMol25; level of theory: ωB97M-V/def2-TZVPD.

Orbital gap in eV: 9.252
Total charge: +1
E_LUMO in eV: -6.59
Multiplicity: 1

Cartesian coordinates (Å):
Tl: 2.39864 -1.23654 0.08508
F: 3.50974 -2.50079 -0.51428
N: -0.55486 1.30283 0.87610
S: 1.08216 1.11163 0.81222
O: 1.74855 2.36113 1.12771
O: 1.52573 -0.08887 1.59690
C: 1.30073 0.39703 -0.90279
F: 1.58693 1.40876 -1.75056
S: -1.25043 0.63305 -0.34237
O: -0.02123 -0.07026 -1.18233
O: -2.20267 1.38525 -1.12072
C: -2.13060 -0.92671 0.23100
F: -1.28034 -1.68681 0.87346
F: -3.10011 -0.54305 1.02853
F: -2.61223 -1.54666 -0.81795

---

C2FI3O as an isolated structure in a non-equilibrium geometry. Source: OMol25; level of theory: ωB97M-V/def2-TZVPD.

Expectation value of S²: 2.015
Orbital gap (spin up / spin down) in eV: 7.925 / 7.686
E_LUMO (spin up / spin down) in eV: -0.51 / -1.84
Multiplicity: 3

Cartesian coordinates (Å):
C: -0.05240 1.48039 -1.10000
C: 0.39249 -0.90674 1.13927
O: -0.33948 2.47158 -0.54838
F: -0.40681 -0.09025 1.76519
I: -0.67904 1.00904 -3.06079
I: -0.61879 -1.98263 -0.47713
I: 1.70403 -1.98140 2.28183

---

One molecule with the formula C2FN3OS in a non-equilibrium geometry. Source: OMol25; level of theory: ωB97M-V/def2-TZVPD.

Orbital gap in eV: 8.517
E_LUMO in eV: -1.60
Energy relative to the best compared isomer or geometry (same formula, charge and spin) in kJ/mol: 8.3
Multiplicity: 1

Cartesian coordinates (Å):
C: -1.10226 -0.49130 -0.01441
C: 1.18759 -0.12860 0.02126
N: -1.36627 0.75645 -0.11922
N: -0.30849 1.62941 0.04249
N: 0.87440 1.26434 0.03148
O: 0.10730 -1.02790 0.11997
F: -2.06318 -1.37812 -0.02884
S: 2.67093 -0.62428 -0.05272

---

C2FOTm as an isolated structure in a non-equilibrium geometry. Source: OMol25; level of theory: ωB97M-V/def2-TZVPD.

Expectation value of S²: 2.007
Orbital gap (spin up / spin down) in eV: 9.029 / 6.161
Total charge: +2
E_LUMO (spin up / spin down) in eV: -11.34 / -13.24
Energy relative to the best compared isomer or geometry (same formula, charge and spin) in kJ/mol: 96.8
Multiplicity: 3

Cartesian coordinates (Å):
C: 1.27170 0.22983 0.23632
C: 0.12382 -0.17975 -0.58643
O: 0.20683 0.06051 1.03177
F: 0.11940 -1.48096 -0.88443
Tm: -1.72176 1.37036 0.20277

---

C2H10BCl4CoCrN2O20 as an isolated structure in a non-equilibrium geometry. Source: OMol25; level of theory: ωB97M-V/def2-TZVPD.

Expectation value of S²: 20.009
Orbital gap (spin up / spin down) in eV: 3.991 / 5.243
Total charge: -2
E_LUMO (spin up / spin down) in eV: 2.75 / 1.88
Multiplicity: 9

Cartesian coordinates (Å):
Cr: 1.46895 -1.20078 1.00011
Co: -1.09027 1.12413 -1.83272
Cl: -4.12011 2.77848 -0.21922
O: -4.30190 2.33553 1.17979
O: -5.06694 2.19277 -1.09600
O: -4.11186 4.18914 -0.40889
O: -2.80942 2.40684 -0.65532
Cl: -1.05823 -2.72055 3.76267
O: -2.36241 -2.16348 3.32851
O: -0.20863 -1.98781 2.84817
O: -0.94635 -2.32795 5.14185
O: -0.84672 -4.12803 3.42548
Cl: 3.70208 -0.63493 -0.84211
O: 2.54572 -1.41600 -1.16192
O: 4.25624 -1.21652 0.34490
O: 4.63971 -0.70129 -1.90008
O: 3.21519 0.66206 -0.55754
Cl: -2.54675 -2.00686 -1.40620
O: -2.40560 -0.74873 -2.12698
O: -3.26501 -1.78517 -0.20745
O: -3.28922 -3.01345 -2.16410
O: -1.25696 -2.53705 -1.04748
B: 0.00700 0.16739 -0.01071
H: -0.33351 -0.66164 0.59013
H: -0.80232 0.88087 -0.02455
H: 0.88598 0.56379 0.47356
H: 0.21781 -0.19186 -1.00607
C: 0.95721 2.82753 3.20305
N: 1.25475 1.42301 3.56316
O: 1.58968 0.58579 2.75959
O: 1.21296 1.27771 4.77082
H: 0.46544 3.40468 3.98608
H: 0.20735 2.72960 2.41805
H: 1.90289 3.24405 2.85620
C: 1.87095 -1.06298 -4.46717
N: 1.60220 0.24973 -3.78502
O: 2.43704 1.09577 -3.69441
O: 0.50895 0.39778 -3.19936
H: 2.89007 -1.32157 -4.17974
H: 1.77564 -0.85119 -5.53214
H: 1.20838 -1.85881 -4.12695

---

C2H10F6FeNO9S2 as an isolated structure in a non-equilibrium geometry. Source: OMol25; level of theory: ωB97M-V/def2-TZVPD.

Expectation value of S²: 6.006
Orbital gap (spin up / spin down) in eV: 9.908 / 9.553
Total charge: +1
E_LUMO (spin up / spin down) in eV: -3.78 / -3.77
Energy relative to the best compared isomer or geometry (same formula, charge and spin) in kJ/mol: 94.0
Multiplicity: 5

Cartesian coordinates (Å):
Fe: -0.26087 0.37214 -1.24466
C: -1.94016 -0.86850 2.37305
F: -2.92902 -1.62115 1.95620
F: -2.20095 0.40891 2.04309
F: -1.80057 -0.97249 3.66858
S: -0.28201 -1.39331 1.56588
O: 0.48909 -1.93956 2.63077
O: -0.66870 -2.38055 0.57801
N: 0.24507 0.05995 0.74100
S: 1.02458 0.80572 1.89077
O: 1.29052 2.16570 1.46379
O: 0.59253 0.75159 3.25765
C: 2.77371 -0.00762 1.75091
F: 3.47540 0.58668 0.77636
F: 3.50502 0.13319 2.86621
F: 2.68889 -1.32472 1.46870
O: 1.27209 1.61183 -1.93348
H: 2.19477 1.32110 -1.95546
H: 1.27062 2.47846 -2.36050
O: -1.46647 1.92131 -0.53311
H: -1.21525 2.76383 -0.12334
H: -2.37171 1.75364 -0.23362
O: -1.73532 -1.07902 -1.39779
H: -2.55430 -1.25741 -1.87722
H: -1.57177 -1.87755 -0.84180
O: -0.89686 0.83889 -3.40186
H: -0.60790 0.34469 -4.18075
H: -1.77946 1.16297 -3.62850
O: 0.95170 -1.26048 -1.68591
H: 0.80842 -1.85622 -2.43412
H: 1.69891 -1.64203 -1.19883